(1)
Computed, not measured: a cluster of 2 separate species, C2H6BrN3 in total, with ωB97M-V/def2-TZVPD.

Last column: Mulliken charge in e.
Geometry (Å):
C1 -0.106 1.547 0.023  -0.32
C2 -0.383 0.015 -0.199  -0.10
N1 0.083 -0.350 1.177  0.12
N2 0.467 0.655 1.945  -0.30
N3 0.343 1.738 1.412  -0.28
H1 0.613 1.849 -0.779  0.26
H2 -1.001 2.067 -0.076  0.24
H3 -1.347 -0.443 -0.454  0.30
H4 0.394 -0.519 -0.819  -0.14
H5 0.214 -1.306 1.532  0.23
Br1 0.816 -2.547 -2.481  -0.22
H6 -0.093 -2.707 -1.281  0.20

Properties
Kohn-Sham gap in eV: 9.0
Molecular weight in g mol⁻¹: 152.00
Relative energy (zero: lowest compared OMol25 entry of this formula, charge and spin) in kJ/mol: 21.3
Structure (SMILES): C1CNN=N1.Br
HOMO level in Ha: -0.329
Charge: 0


(2)
Computed, not measured: a structure of composition C17H24ClNTi, with ωB97M-V/def2-TZVPD.

Last column: Mulliken charge in e.
Geometry (Å):
C1 0.254 0.910 -3.665  0.97
C2 1.657 1.448 -3.942  -1.23
C3 0.009 -0.478 -4.206  -1.20
C4 -0.890 1.881 -3.924  -1.30
Cl1 0.334 1.022 -1.527  0.11
H1 0.038 -0.492 -5.315  0.42
H2 -0.970 -0.840 -3.881  0.28
H3 0.772 -1.161 -3.827  0.31
H4 1.827 1.684 -5.007  0.43
H5 2.387 0.691 -3.626  0.32
H6 1.823 2.352 -3.343  0.42
H7 -0.982 2.157 -4.990  0.43
H8 -0.738 2.790 -3.330  0.40
H9 -1.828 1.414 -3.603  0.32
C5 1.504 -1.373 1.759  -0.62
C6 0.795 -2.428 1.114  -0.34
C7 1.005 -2.306 -0.302  -0.71
H10 0.247 -3.235 1.619  0.55
C8 1.900 -1.207 -0.519  -0.40
C9 2.206 -0.639 0.756  -0.32
H11 2.879 0.189 0.931  0.47
H12 1.522 -1.178 2.824  0.70
H13 0.651 -2.978 -1.079  0.54
H14 2.348 -0.940 -1.477  0.70
C10 -2.162 0.422 1.222  -0.38
C11 -1.908 -0.942 1.599  -0.39
C12 -1.947 -1.729 0.387  -0.59
H15 -1.707 -1.309 2.609  0.50
C13 -2.136 -0.833 -0.708  -0.11
C14 -2.262 0.496 -0.187  -0.72
H16 -2.458 1.408 -0.744  0.53
H17 -2.313 1.268 1.882  0.57
H18 -1.913 -2.816 0.334  0.56
H19 -2.280 -1.105 -1.753  0.57
Ti1 -0.098 -0.342 0.444  -0.32
C15 0.863 1.082 5.682  -1.23
C16 -0.276 0.724 4.710  -0.35
C17 -0.030 0.996 3.311  0.70
N1 0.177 1.055 2.157  -0.35
H20 1.792 0.599 5.378  0.34
H21 0.606 0.708 6.676  0.37
H22 0.993 2.165 5.757  0.36
H23 -0.483 -0.361 4.784  0.26
H24 -1.212 1.230 5.023  0.42

Properties
Kohn-Sham gap in eV: 8.1
Molecular weight in g mol⁻¹: 325.71
Relative energy (zero: lowest compared OMol25 entry of this formula, charge and spin) in kJ/mol: 0.0
HOMO level in Ha: -0.589
Charge: +2